Density functional theory data (ωB97M-V with the def2-TZVPD basis set) for 2 unconnected molecules or ions with the total composition C2H8N2O at a distorted geometry.

Results
orbital gap	0.38285	Ha
charge	0
HOMO	-0.34480	Ha
structure (SMILES)	[H]/N=C/N.CO
relative energy (zero: lowest compared OMol25 entry of this formula, charge and spin)	1.6396	eV

XYZ file:
```
13
C2H8N2O (ωB97M-V with the def2-TZVPD basis set)
H -0.195 0.671 -2.718
N -0.232 0.266 -1.792
C 0.918 -0.179 -1.434
N 1.329 -0.475 -0.189
H 1.777 -0.283 -2.121
H 2.096 -1.123 -0.105
H 0.570 -0.751 0.475
C -0.931 0.475 1.663
O -1.190 -0.581 0.719
H 0.036 0.377 2.151
H -0.908 1.465 1.207
H -1.792 0.428 2.310
H -1.477 -0.288 -0.167
```



Density functional theory data (ωB97M-V with the def2-TZVPD basis set) for a molecular structure, C6H10BrNNdO2 at a distorted geometry.

Results
orbital gap (spin up / spin down)	0.16513 / 0.21781	Ha
charge	+3
HOMO (spin up / spin down)	-0.75595 / -0.75629	Ha
2S+1	4
⟨S²⟩	3.754

XYZ file:
```
21
C6H10BrNNdO2 (ωB97M-V with the def2-TZVPD basis set)
C -2.564 -0.161 -1.049
O -2.492 -0.299 0.414
C -1.169 -0.748 0.873
C 0.106 0.050 0.219
C 1.173 -0.905 -0.643
C 2.258 0.280 -1.011
O 2.877 0.577 -2.171
N 2.388 0.967 0.363
C 1.207 0.649 1.300
Br 0.536 2.073 2.534
H -2.540 0.986 -1.367
H -3.640 -0.547 -1.390
H -1.786 -0.795 -1.649
H -1.134 -0.524 2.045
H -0.978 -1.905 0.771
H -0.071 0.967 -0.489
H 1.845 -1.635 0.010
H 0.555 -1.412 -1.499
H 3.311 0.709 0.802
H 1.683 -0.142 2.027
Nd -1.567 1.813 -0.089
```



Density functional theory data (ωB97M-V with the def2-TZVPD basis set) for C11H14N2 in the gas phase at a distorted geometry.

Results
orbital gap	0.34940	Ha
charge	0
HOMO	-0.31578	Ha
structure (SMILES)	c1cc2c(cn1)[C@H]1CC[C@H](CC2)N1
relative energy (zero: lowest compared OMol25 entry of this formula, charge and spin)	3.3078	eV

XYZ file:
```
27
C11H14N2 (ωB97M-V with the def2-TZVPD basis set)
C 0.968 -0.086 -3.299
C 0.030 -0.753 -2.534
C 0.107 -0.662 -1.129
C 1.142 0.219 -0.564
C 2.031 0.777 -1.522
N 1.998 0.611 -2.872
C 1.175 0.453 1.009
C 0.456 1.747 1.570
C -0.863 1.196 2.359
C -0.934 -0.012 1.326
C -1.896 -1.136 0.813
C -1.105 -1.635 -0.445
N 0.340 -0.592 1.529
H 0.966 -0.111 -4.418
H -0.765 -1.323 -3.066
H 2.697 1.560 -1.239
H 2.239 0.399 1.388
H -0.010 2.494 0.851
H 1.220 2.353 2.205
H -1.607 1.959 2.352
H -0.577 0.739 3.342
H -0.952 0.649 0.464
H -2.022 -1.974 1.414
H -2.946 -0.797 0.671
H -0.505 -2.497 -0.170
H -1.767 -2.042 -1.225
H 0.580 -1.537 1.186
```



Density functional theory data (ωB97M-V with the def2-TZVPD basis set) for a molecular structure, C22H19F4N4Ti.

Results
orbital gap (spin up / spin down)	0.22146 / 0.25489	Ha
charge	+1
HOMO (spin up / spin down)	-0.35137 / -0.39079	Ha
2S+1	3
relative energy (zero: lowest compared OMol25 entry of this formula, charge and spin)	1.2587	eV
⟨S²⟩	2.009

XYZ file:
```
50
C22H19F4N4Ti (ωB97M-V with the def2-TZVPD basis set)
Ti -0.113 -0.118 0.297
C -1.201 2.742 -0.671
N -1.573 1.623 0.206
C -1.753 2.120 1.581
C -2.818 0.995 -0.284
C -3.151 -0.265 0.515
N -1.890 -0.898 0.888
C -1.901 -1.644 2.048
C -0.803 -1.561 2.907
F 0.210 -0.691 2.521
C -0.674 -2.258 4.083
F 0.432 -2.103 4.817
C -1.696 -3.087 4.504
C -2.814 -3.174 3.696
F -3.823 -3.967 4.056
C -2.922 -2.484 2.499
F -4.015 -2.661 1.744
H -1.987 3.505 -0.696
H -1.036 2.374 -1.683
H -0.282 3.201 -0.309
H -2.504 2.917 1.617
H -0.808 2.529 1.942
H -2.060 1.310 2.237
H -2.644 0.750 -1.333
H -3.655 1.703 -0.244
H -3.806 -0.901 -0.086
H -3.723 0.003 1.411
H -1.626 -3.645 5.425
C -0.150 -0.523 -4.169
C -0.519 -0.445 -2.826
N 0.328 -0.154 -1.845
C 1.634 0.044 -2.184
C 2.093 -0.022 -3.505
C 1.159 -0.306 -4.515
C 3.487 0.190 -3.779
C 4.363 0.435 -2.784
C 3.925 0.491 -1.417
C 4.800 0.726 -0.344
C 4.307 0.752 0.936
C 2.941 0.544 1.136
N 2.087 0.332 0.144
C 2.571 0.301 -1.122
H -0.902 -0.760 -4.908
H -1.544 -0.641 -2.538
H 1.486 -0.360 -5.545
H 3.822 0.143 -4.807
H 5.411 0.590 -3.001
H 5.854 0.878 -0.542
H 4.947 0.923 1.789
H 2.533 0.546 2.140
```